C2HNOS2 | ωB97M-V/def2-TZVPD

Results
E_tot (eV): -27295.971
SMILES string: C#[N+][S-].O=C=S
HOMO level (eV): -8.86
Relative energy (zero: lowest compared OMol25 entry of this formula, charge and spin) (kJ/mol): 96.9
Frontier orbital gap (eV): 9.026
Net charge: 0

Geometry (Å):
C -1.71847 0.75895 -0.97763
N -1.11251 1.17120 -0.09406
S -0.64944 1.73551 1.21173
H -1.81242 0.79066 -1.99635
O 1.73384 -1.71054 1.89246
C 1.75237 -1.42117 0.74169
S 1.80665 -1.32460 -0.77783

Cartesian forces, eV/Å:
-0.3 -0.8 -0.8
-1.3 -0.6 -1.2
2.0 1.6 4.0
-0.5 -0.3 -2.0
0.0 1.4 -2.9
0.0 -2.0 4.8
0.0 0.6 -1.9

Here are the natural (NBO) charges for atoms 1 to 5, given in e:
1. C 0.09
2. N -0.42
3. S 0.11
4. H 0.22
5. O -0.46